Density functional theory data (the ωB97M-V functional and the def2-TZVPD basis) for a structure of composition C20H40FO15.

Computed properties:
Total charge: -1
HOMO level: -0.1461 Ha
Energy above the lowest of the compared OMol25 structures with the same formula, charge and spin: 2037.9 kJ/mol

Element x y z (Å)
F1 -19.12 -30.70 -26.79
C1 -18.33 -31.67 -32.93
C2 -19.50 -30.92 -32.33
O1 -19.13 -29.80 -31.48
C3 -18.57 -30.00 -30.26
O2 -18.58 -31.07 -29.65
O3 -18.06 -28.83 -29.85
C4 -17.44 -28.71 -28.59
H1 -17.87 -31.13 -33.75
H2 -18.61 -32.59 -33.44
H3 -17.57 -31.90 -32.18
H4 -20.14 -31.56 -31.72
H5 -20.12 -30.58 -33.16
H6 -18.09 -29.09 -27.80
H7 -17.24 -27.65 -28.39
H8 -16.50 -29.25 -28.55
C5 -22.38 -26.87 -21.86
C6 -21.00 -26.33 -22.25
O4 -20.47 -26.93 -23.43
C7 -19.96 -28.17 -23.34
O5 -19.71 -28.93 -22.37
O6 -19.81 -28.51 -24.64
C8 -19.55 -29.88 -24.96
H9 -22.18 -27.88 -21.48
H10 -23.05 -26.88 -22.71
H11 -22.85 -26.18 -21.16
H12 -20.29 -26.27 -21.43
H13 -21.02 -25.31 -22.63
H14 -19.84 -30.45 -24.08
H15 -18.54 -30.08 -25.32
H16 -20.25 -30.20 -25.73
C9 -20.58 -28.48 -27.03
C10 -20.18 -28.79 -28.46
O7 -21.27 -29.36 -29.11
C11 -21.29 -30.66 -29.45
O8 -20.53 -31.53 -29.09
O9 -22.23 -30.75 -30.36
C12 -22.56 -31.92 -31.07
H17 -19.67 -28.29 -26.47
H18 -21.13 -29.27 -26.51
H19 -21.27 -27.63 -27.08
H20 -19.29 -29.41 -28.36
H21 -19.88 -27.90 -29.01
H22 -23.40 -31.78 -31.75
H23 -22.79 -32.66 -30.30
H24 -21.73 -32.25 -31.69
C13 -12.46 -28.48 -24.40
C14 -13.28 -29.11 -25.46
O10 -14.63 -28.71 -25.31
C15 -15.64 -28.93 -26.22
O11 -15.48 -29.46 -27.29
O12 -16.78 -28.61 -25.65
C16 -17.97 -28.98 -26.31
H25 -12.74 -28.76 -23.39
H26 -12.54 -27.40 -24.51
H27 -11.40 -28.69 -24.51
H28 -13.20 -30.19 -25.38
H29 -12.82 -28.80 -26.40
H30 -17.84 -30.04 -26.52
H31 -18.14 -28.59 -27.32
H32 -18.86 -28.87 -25.70
C17 -20.79 -31.77 -24.70
C18 -21.77 -31.33 -25.74
O13 -22.46 -32.39 -26.42
C19 -22.02 -33.16 -27.49
O14 -20.89 -33.18 -27.95
O15 -23.08 -33.93 -27.89
C20 -22.82 -34.97 -28.79
H33 -20.73 -31.13 -23.81
H34 -19.78 -31.67 -25.10
H35 -20.87 -32.84 -24.52
H36 -21.26 -30.77 -26.52
H37 -22.52 -30.61 -25.42
H38 -22.15 -35.64 -28.25
H39 -22.24 -34.71 -29.68
H40 -23.78 -35.33 -29.18